No. 1
DFT (ωB97M-V/def2-TZVPD) results for 2 unconnected molecules or ions with the total composition C2H8N3 in a non-equilibrium geometry.

Computed properties:
Energy above the lowest of the compared OMol25 structures with the same formula, charge and spin = 6.683 eV
Total charge = +1
Maximum force = 3.82 eV/A
Orbital gap (spin up / spin down) = 8.390 / 8.387 eV
Molecular weight = 74.1 g mol⁻¹

CARTESIAN COORDINATES (ANGSTROEM)
C (-1.54988, -0.84582, -0.23768)
C (1.77782, -0.63908, 0.82640)
N (0.81978, 1.84706, -0.28529)
N (-0.81420, 0.36209, -0.72856)
N (0.38751, 0.74223, -0.34721)
H (-1.26733, -1.78527, -0.66352)
H (-1.47175, -0.74899, 0.87755)
H (-2.55042, -0.58337, -0.46121)
H (1.22788, -0.44458, 1.84355)
H (2.48982, 0.04451, 0.53749)
H (1.97208, -1.63540, 0.39056)
H (0.27181, 2.67673, -0.40149)
H (-1.29311, 1.00989, -1.35059)

No. 2
DFT (ωB97M-V/def2-TZVPD) results for 2 unconnected molecules or ions with the total composition C50H47F6N4O in a non-equilibrium geometry.

Computed properties:
Energy above the lowest of the compared OMol25 structures with the same formula, charge and spin = 0.000 eV
Total charge = +1
Maximum force = 2.13 eV/A
Orbital gap = 4.461 eV
Molecular weight = 833.9 g mol⁻¹

CARTESIAN COORDINATES (ANGSTROEM)
C (-4.32597, -3.83306, 0.01083)
N (-2.93133, -3.52984, 0.23533)
C (-1.98064, -3.90270, -0.68734)
O (-2.16784, -4.50458, -1.72322)
C (-0.64439, -3.43378, -0.15063)
C (0.40008, -4.54753, -0.17160)
C (1.73665, -4.11273, 0.34597)
C (2.49998, -3.19978, -0.36529)
C (3.69449, -2.73045, 0.14366)
C (4.14560, -3.17374, 1.36850)
C (3.40726, -4.09841, 2.07632)
C (2.20944, -4.56300, 1.57016)
N (-0.89256, -2.90591, 1.22377)
C (0.05713, -2.15073, 1.89968)
C (0.01388, -1.87062, 3.22014)
C (0.98417, -1.05858, 3.92450)
C (1.09781, -1.15397, 5.31578)
C (1.99528, -0.37090, 6.00628)
C (2.78829, 0.53419, 5.32649)
C (2.69283, 0.64347, 3.95247)
C (1.80587, -0.14618, 3.25554)
C (-2.38777, -2.87933, 1.46613)
C (-2.87767, -1.43724, 1.54683)
C (-2.78980, -3.70168, 2.68721)
H (-4.45556, -4.16853, -1.01468)
H (-4.65019, -4.62516, 0.68084)
H (-4.92741, -2.94155, 0.16853)
H (-0.31506, -2.59136, -0.77106)
H (0.02648, -5.38388, 0.42389)
H (0.50351, -4.93198, -1.19042)
H (2.14443, -2.84909, -1.31924)
H (4.27515, -2.01548, -0.41608)
H (5.07781, -2.80536, 1.76599)
H (3.76562, -4.45447, 3.02816)
H (1.62749, -5.27490, 2.13058)
H (0.91960, -1.84649, 1.33456)
H (-0.76790, -2.31115, 3.80918)
H (0.48544, -1.86659, 5.84107)
H (2.09233, -0.47698, 7.07491)
H (3.49472, 1.14418, 5.86634)
H (3.31766, 1.34264, 3.41997)
H (1.72846, -0.04684, 2.18695)
H (-2.63149, -0.91918, 0.62155)
H (-3.95858, -1.39103, 1.67552)
H (-2.40486, -0.90230, 2.37152)
H (-2.31186, -4.67895, 2.65370)
H (-2.51737, -3.21549, 3.62172)
H (-3.86774, -3.85787, 2.70474)
F (-7.64706, -1.78462, -1.18413)
C (-6.80468, -0.73472, -1.20585)
F (-5.69627, -1.00609, -0.49495)
F (-6.49082, -0.41328, -2.47277)
C (-7.52252, 0.45553, -0.55242)
N (-6.67050, 1.65168, -0.49898)
C (-6.84089, 2.62188, -1.55484)
C (-7.49935, 3.82781, -1.31062)
C (-7.75725, 4.70368, -2.33932)
C (-7.35086, 4.40362, -3.62442)
C (-6.67404, 3.22728, -3.87812)
C (-6.42345, 2.34419, -2.85575)
C (-5.55370, 1.67668, 0.38447)
C (-4.31083, 2.12713, -0.07879)
C (-3.23722, 2.23245, 0.76256)
C (-3.37097, 1.94735, 2.14066)
C (-2.27400, 2.07954, 3.03392)
C (-2.37279, 2.29618, 4.43454)
C (-1.31203, 1.94062, 5.29799)
C (-1.38918, 2.18854, 6.63925)
C (-2.50414, 2.83281, 7.19695)
N (-2.61649, 3.04886, 8.59410)
C (-2.09916, 2.02379, 9.50832)
C (-3.03491, 0.80566, 9.56918)
F (-2.35922, -0.20707, 10.14563)
F (-4.11487, 1.13587, 10.29968)
F (-3.40185, 0.47689, 8.31708)
C (-3.50003, 4.04315, 9.15280)
C (-4.83088, 3.74705, 9.44652)
C (-5.67181, 4.71810, 9.93875)
C (-5.19477, 5.99377, 10.17203)
C (-3.87246, 6.29594, 9.91259)
C (-3.03316, 5.33267, 9.40500)
C (-3.54073, 3.22256, 6.33907)
C (-3.49200, 2.94492, 5.00515)
C (-4.61885, 1.46348, 2.59076)
C (-5.66916, 1.30805, 1.73168)
H (-8.41688, 0.68113, -1.13361)
H (-7.84156, 0.17333, 0.44969)
H (-7.82289, 4.04703, -0.30810)
H (-8.27645, 5.62741, -2.14270)
H (-7.57996, 5.07916, -4.43123)
H (-6.34766, 2.99861, -4.87921)
H (-5.93037, 1.40814, -3.04834)
H (-4.21684, 2.36276, -1.12501)
H (-2.28449, 2.56183, 0.38327)
H (-1.28361, 2.03407, 2.61320)
H (-0.44877, 1.44384, 4.88641)
H (-0.56855, 1.91148, 7.27769)
H (-1.10771, 1.70155, 9.19709)
H (-1.99843, 2.44645, 10.50788)
H (-5.17055, 2.73437, 9.31141)
H (-6.70626, 4.48749, 10.13486)
H (-5.84562, 6.74792, 10.58245)
H (-3.49974, 7.28855, 10.10722)
H (-1.99968, 5.55495, 9.20736)
H (-4.38831, 3.73864, 6.75251)
H (-4.29137, 3.27375, 4.36345)
H (-4.71698, 1.15897, 3.61757)
H (-6.59839, 0.90746, 2.09375)

No. 3
DFT (ωB97M-V/def2-TZVPD) results for C6H9NO3 in the gas phase in a non-equilibrium geometry.

Computed properties:
Energy above the lowest of the compared OMol25 structures with the same formula, charge and spin = 5.309 eV
Maximum force = 3.71 eV/A
Orbital gap = 5.994 eV
Molecular weight = 143.1 g mol⁻¹

CARTESIAN COORDINATES (ANGSTROEM)
C (-0.92710, 1.67033, -1.11855)
N (-0.25497, 0.74783, -0.20750)
C (1.00402, -1.32154, 0.31180)
C (-0.40159, -0.98369, -0.52372)
C (0.35577, 1.06876, 0.84269)
C (-0.35259, -1.30334, -1.86834)
C (0.75201, 1.72890, 1.89315)
O (0.73267, -1.78200, 1.57204)
O (-1.48773, -1.47541, 0.18901)
O (2.12032, -1.25401, -0.13027)
H (1.56902, -2.05306, 1.98341)
H (-1.20713, -1.65183, 1.09855)
H (-0.66475, 1.40012, -2.13931)
H (-0.62074, 2.69528, -0.91041)
H (-2.00429, 1.56616, -0.98963)
H (0.34452, -0.79164, -2.51144)
H (-0.79345, -2.22219, -2.21997)
H (1.80141, 1.81698, 2.13760)
H (0.03460, 2.14437, 2.59088)

No. 4
DFT (ωB97M-V/def2-TZVPD) results for 2 unconnected molecules or ions with the total composition CH5NP2 in a non-equilibrium geometry.

Computed properties:
Energy above the lowest of the compared OMol25 structures with the same formula, charge and spin = 0.000 eV
Maximum force = 3.87 eV/A
Orbital gap (spin up / spin down) = 6.455 / 8.211 eV
Spin multiplicity = 3
Molecular weight = 93.0 g mol⁻¹

CARTESIAN COORDINATES (ANGSTROEM)
C (-1.48125, 0.80476, 0.23979)
N (1.72941, -1.53163, -0.39874)
P (2.71248, -0.27257, -0.20253)
P (1.32004, -2.94368, -0.65551)
H (-0.80569, 1.48418, 0.53039)
H (-1.65774, -0.03080, 0.94527)
H (-2.43128, 1.29691, 0.03305)
H (1.74890, 0.67882, 0.22742)
H (-1.13486, 0.51401, -0.71913)

No. 5
DFT (ωB97M-V/def2-TZVPD) results for C5H7NS2 in the gas phase in a non-equilibrium geometry.

Computed properties:
Energy above the lowest of the compared OMol25 structures with the same formula, charge and spin = 1.712 eV
Structure (SMILES) = CC1(C)N=CSC1=S
Maximum force = 3.32 eV/A
Orbital gap = 8.390 eV
Molecular weight = 145.3 g mol⁻¹

CARTESIAN COORDINATES (ANGSTROEM)
C (0.89488, -0.74850, -1.19259)
C (0.16989, 0.02376, -0.07934)
C (0.85676, -0.25456, 1.28962)
N (-0.03296, 1.42565, -0.22903)
C (-1.17123, 1.93182, -0.12116)
S (-2.60670, 1.06950, 0.01824)
C (-1.24570, -0.55842, -0.06486)
S (-1.76447, -2.04091, -0.16438)
H (1.74894, -0.09223, -1.50595)
H (0.26303, -0.87396, -2.11555)
H (1.09219, -1.76201, -0.71957)
H (1.98511, -0.26873, 1.24908)
H (0.42298, -1.27449, 1.54610)
H (0.59915, 0.42703, 2.14995)
H (-1.21187, 2.99605, -0.06054)

No. 6
DFT (ωB97M-V/def2-TZVPD) results for a molecular structure, C4H7NO2.

Computed properties:
Energy above the lowest of the compared OMol25 structures with the same formula, charge and spin = 5.448 eV
Maximum force = 0.38 eV/A
Orbital gap (spin up / spin down) = 8.128 / 8.127 eV
Molecular weight = 101.1 g mol⁻¹

CARTESIAN COORDINATES (ANGSTROEM)
O (0.42447, 1.72101, 1.35250)
C (0.65356, 0.83211, 0.30706)
C (0.84074, -0.61041, 0.63413)
N (0.09585, -1.35835, -0.23805)
C (-0.58270, -0.60325, -1.12185)
C (-0.49268, 0.77848, -0.72807)
O (-1.11612, 1.78244, -1.03470)
H (-0.21606, 2.35799, 0.98704)
H (1.54272, 1.12341, -0.29406)
H (1.28706, -1.07557, 1.50540)
H (-2.60182, -1.97830, 1.43608)
H (1.23554, -1.62123, -0.30807)
H (-2.46965, -1.87345, 0.71190)
H (-1.21681, -1.06265, -1.86567)

No. 7
DFT (ωB97M-V/def2-TZVPD) results for 2 unconnected molecules or ions with the total composition C2H11N5 in a non-equilibrium geometry.

Computed properties:
Energy above the lowest of the compared OMol25 structures with the same formula, charge and spin = 2.412 eV
Structure (SMILES) = [H]/N=C(/C)N.NNN
Maximum force = 2.16 eV/A
Orbital gap = 8.999 eV
Molecular weight = 105.1 g mol⁻¹

CARTESIAN COORDINATES (ANGSTROEM)
H (-1.24664, 1.70228, 1.56561)
N (-1.34525, 1.57497, 0.55700)
C (-1.68529, 0.35408, 0.31013)
C (-1.96891, -0.05543, -1.11081)
N (-1.79671, -0.57016, 1.30243)
H (-1.39242, 0.56162, -1.80561)
H (-1.70529, -1.10557, -1.26474)
H (-3.03494, 0.07899, -1.31336)
H (-1.25766, -0.38521, 2.13858)
H (-1.71252, -1.53754, 1.00416)
N (2.12687, -0.26250, -1.43653)
N (1.46009, -0.03020, -0.21992)
N (2.44347, 0.00245, 0.78654)
H (2.85874, 0.43986, -1.56406)
H (2.62121, -1.15358, -1.40810)
H (0.89467, 0.83982, -0.26460)
H (2.64149, -0.94717, 1.10850)
H (2.09911, 0.49327, 1.61477)

No. 8
DFT (ωB97M-V/def2-TZVPD) results for a molecular structure, C22H43FN7O3PS in a non-equilibrium geometry.

Computed properties:
Maximum force = 1.81 eV/A
Orbital gap = 8.864 eV
Molecular weight = 535.7 g mol⁻¹

CARTESIAN COORDINATES (ANGSTROEM)
C (2.42792, 0.43792, 6.12632)
N (1.86910, -0.71196, 5.42677)
C (0.51881, -1.09089, 5.76094)
N (-0.28117, 0.05460, 6.37349)
P (-0.74628, 1.19645, 5.15352)
O (-1.58688, 0.67707, 4.05891)
S (-1.67591, -0.63161, 7.05137)
O (-2.00262, -1.86631, 6.44187)
O (-1.55256, -0.59152, 8.46131)
F (-2.78550, 0.38830, 6.67152)
H (2.32917, 0.36364, 7.20514)
H (2.05770, 1.40030, 5.77380)
H (3.49478, 0.46262, 5.91763)
H (1.98860, -0.63084, 4.41412)
H (0.55277, -1.90487, 6.47857)
H (0.00474, -1.40677, 4.86045)
H (-1.40744, 2.21514, 5.85563)
H (0.42922, 1.75921, 4.64131)
C (-1.75613, -2.64106, 1.02478)
C (-1.16891, -1.53053, 0.15863)
C (0.34625, -1.39200, 0.31861)
C (0.68388, -1.06881, 1.70148)
N (0.90408, -0.81051, 2.79976)
H (-1.60798, -2.43804, 2.08893)
H (-2.82996, -2.72136, 0.85669)
H (-1.30754, -3.60174, 0.79341)
H (-1.65300, -0.59302, 0.41770)
H (-1.39116, -1.72870, -0.88141)
H (0.72736, -0.59429, -0.32367)
H (0.84597, -2.32149, 0.03992)
C (-1.42509, -3.35525, -5.08051)
C (0.01042, -3.04421, -4.67590)
C (0.57815, -4.05100, -3.66855)
C (-0.21184, -4.05060, -2.43582)
N (-0.84949, -4.05012, -1.47864)
H (-2.10153, -3.30561, -4.22562)
H (-1.77514, -2.63264, -5.81758)
H (-1.50252, -4.35102, -5.52098)
H (0.05397, -2.03972, -4.25038)
H (0.64149, -3.04131, -5.56530)
H (1.60860, -3.79814, -3.41757)
H (0.57180, -5.05898, -4.08517)
C (-0.74891, 1.23189, -4.94936)
C (-0.18110, 2.06826, -6.09094)
C (-0.33449, 1.39465, -7.45968)
C (0.37296, 0.11278, -7.49774)
N (0.93219, -0.89088, -7.52746)
H (-0.22305, 0.28150, -4.85210)
H (-0.64744, 1.75656, -3.99999)
H (-1.80874, 1.02000, -5.10338)
H (0.87491, 2.26874, -5.90147)
H (-0.68971, 3.03346, -6.11971)
H (0.07010, 2.03181, -8.24611)
H (-1.38737, 1.21464, -7.68111)
C (5.50157, 1.91424, 0.43865)
C (4.57067, 0.73238, 0.68587)
C (3.32068, 1.10947, 1.49202)
C (3.70547, 1.62972, 2.80695)
N (4.00767, 2.05882, 3.83062)
H (5.88672, 2.31977, 1.37488)
H (6.35818, 1.60748, -0.16136)
H (4.98610, 2.71547, -0.09457)
H (5.11728, -0.05275, 1.21110)
H (4.25407, 0.31661, -0.27288)
H (2.68547, 0.23760, 1.62602)
H (2.74286, 1.87220, 0.96686)
C (-3.77239, 2.55472, 1.01338)
C (-3.23655, 3.44414, -0.10404)
C (-3.41108, 2.82528, -1.49721)
C (-2.69299, 1.55395, -1.59437)
N (-2.12757, 0.55557, -1.67065)
H (-3.23636, 1.60633, 1.06566)
H (-3.65583, 3.04289, 1.97978)
H (-4.83311, 2.34052, 0.86914)
H (-2.17867, 3.64724, 0.07341)
H (-3.75440, 4.40457, -0.08379)
H (-3.02711, 3.49696, -2.26587)
H (-4.46611, 2.64304, -1.70606)

No. 9
DFT (ωB97M-V/def2-TZVPD) results for C3H3N3O2 in the gas phase in a non-equilibrium geometry.

Computed properties:
Energy above the lowest of the compared OMol25 structures with the same formula, charge and spin = 3.538 eV
Structure (SMILES) = O=Cn1nncc1O
Maximum force = 4.50 eV/A
Orbital gap = 9.414 eV
Molecular weight = 113.1 g mol⁻¹

CARTESIAN COORDINATES (ANGSTROEM)
O (-0.48614, 2.56378, 0.37439)
C (0.49794, 1.90550, 0.03736)
N (0.40535, 0.52374, -0.18471)
N (1.42223, -0.09426, -0.97577)
N (1.19292, -1.38553, -1.01673)
C (0.05265, -1.64477, -0.27782)
C (-0.51910, -0.39971, 0.18532)
O (-1.67564, -0.15835, 0.73300)
H (1.50720, 2.36912, -0.19157)
H (-0.36763, -2.64720, 0.07823)
H (-2.02979, -1.03234, 1.23831)